Record 1
This record from the Open Molecules 2025 dataset describes the molecule C5H10O2. The level of theory is ωB97M-V/def2-TZVPD.

As for the SMILES: C=C[C@@H](O)[C@@H](C)O. As for the maximum force: 0.0152 hartree/bohr. The calculation puts the HOMO energy at -10.1 eV. As for the total energy: -346.95808 a.u. As for the HOMO-LUMO gap: 10.981 eV. Its energy above the lowest of the compared OMol25 structures with the same formula, charge and spin is 42.3 kcal per mole. The LUMO energy is 0.842 eV. As for the charge: 0.

```
17
Properties=species:S:1:pos:R:3:forces:R:3
O -1.12097 1.52484 -0.65186 0.074 0.003 0.420
O 0.17294 0.26071 1.50063 0.604 0.048 -0.289
C -1.03695 0.11156 -0.52980 0.117 -0.316 -0.080
C 2.72442 -0.24819 -0.30847 -0.279 0.060 0.346
C 1.50095 0.22106 -0.56759 0.234 0.177 0.171
C -2.24434 -0.48917 0.19633 0.032 0.091 -0.035
C 0.26586 -0.27660 0.17028 0.147 -0.230 -0.470
H 1.08429 0.42615 1.77896 -0.248 0.019 0.100
H 3.65906 0.19167 -0.69186 -0.682 -0.379 -0.017
H -2.20317 -0.25093 1.26840 -0.085 0.031 -0.329
H -0.87350 1.88353 0.21643 -0.161 -0.056 -0.209
H -3.15681 -0.07355 -0.24355 0.105 -0.133 0.156
H 0.33706 -1.37210 0.20456 -0.138 0.022 0.219
H -2.26605 -1.58494 0.10082 0.048 0.294 -0.052
H 1.33795 1.02164 -1.28436 0.083 0.065 0.142
H -0.98442 -0.26364 -1.56040 -0.087 0.007 0.161
H 2.80368 -1.08204 0.40149 0.235 0.298 -0.235
```
Positions in Å, forces in eV/Å.

=====

Record 2
This record from the Open Molecules 2025 dataset describes a cluster of 2 separate species, C5H10O2 in total in a non-equilibrium geometry. The level of theory is ωB97M-V/def2-TZVPD.

As for the maximum force: 0.0222 hartree/bohr. The calculation puts the HOMO energy (spin up / spin down) at -7.6 / -7.3 eV. As for the total energy: -346.86566 a.u. As for the HOMO-LUMO gap (spin up / spin down): 8.335 / 7.941 eV. Its energy above the lowest of the compared OMol25 structures with the same formula, charge and spin is 100.3 kcal per mole. The LUMO energy (spin up / spin down) is 0.768 / 0.648 eV. As for the charge: 0.

```
17
Properties=species:S:1:pos:R:3:forces:R:3
O -0.04095 -1.83122 0.05679 0.084 0.128 -0.231
O 0.09824 1.22824 0.90587 0.819 0.761 0.236
C -1.06397 1.21317 0.31566 -0.749 -0.155 -0.439
C -1.72860 -0.08035 0.62137 -0.153 -0.059 0.031
C 1.58458 0.29709 -1.96737 0.034 0.001 -0.027
C 0.42176 0.08813 1.51727 0.104 -0.549 0.058
C -0.54328 -0.97391 1.07654 -0.233 0.028 0.311
H -2.30628 -0.52292 -0.19551 0.096 0.059 0.122
H -2.39904 0.05251 1.48648 0.035 -0.035 -0.072
H -0.84813 -1.65469 1.87321 0.060 0.115 -0.086
H 1.47638 -0.01843 1.73164 -0.137 -0.038 0.034
H 0.62905 0.67685 -1.59182 0.148 -0.064 -0.060
H -1.42151 2.14434 -0.09591 -0.001 -0.135 0.073
H 1.41336 -0.31494 -2.85621 0.055 0.102 0.101
H 2.21910 1.14974 -2.21826 -0.084 -0.130 -0.010
H 2.08941 -0.30009 -1.20235 -0.067 0.107 -0.111
H 0.30982 -1.27518 -0.65234 -0.011 -0.138 0.069
```
Positions in Å, forces in eV/Å.

=====

Record 3
This record from the Open Molecules 2025 dataset describes the molecule C5H10O2. The level of theory is ωB97M-V/def2-TZVPD.

As for the maximum force: 0.0057 hartree/bohr. The calculation puts the HOMO energy at -8.5 eV. As for the total energy: -346.88382 a.u. As for the HOMO-LUMO gap: 8.770 eV. Its energy above the lowest of the compared OMol25 structures with the same formula, charge and spin is 88.9 kcal per mole. The LUMO energy is 0.314 eV. As for the charge: 0.

```
17
Properties=species:S:1:pos:R:3:forces:R:3
O 0.85474 -1.20809 0.25869 0.104 -0.153 0.224
O 3.04329 -0.44426 0.53311 -0.210 0.055 -0.120
C -0.06513 0.53456 0.52150 -0.056 0.169 -0.042
C 2.02244 -0.25978 -0.11596 0.126 -0.039 -0.114
C -2.08934 -0.77688 -0.28415 -0.030 -0.047 0.021
C -1.13726 0.39144 -0.50911 0.083 -0.012 0.003
C 1.12338 1.25522 0.28659 -0.101 0.156 0.087
H 1.15869 1.87914 -0.60597 -0.008 -0.125 0.117
H 1.64028 1.66800 1.14820 -0.068 -0.072 -0.123
H -0.35444 0.29923 1.54488 0.051 0.015 -0.160
H 1.16041 -1.55593 1.11356 -0.059 0.003 -0.165
H -0.66746 0.33575 -1.49908 -0.049 0.026 0.127
H -2.57993 -0.70421 0.69356 0.081 -0.008 -0.137
H 1.98964 -0.24586 -1.22185 0.041 0.002 0.161
H -1.68976 1.34391 -0.48976 0.088 -0.096 0.008
H -1.53830 -1.72013 -0.32487 -0.109 0.128 0.002
H -2.87125 -0.79211 -1.04932 0.116 -0.001 0.111
```
Positions in Å, forces in eV/Å.

=====

Record 4
This record from the Open Molecules 2025 dataset describes the molecule C5H10O2. The level of theory is ωB97M-V/def2-TZVPD.

As for the SMILES: CO[C@H]1C[C@H]1CO. As for the maximum force: 0.0126 hartree/bohr. The calculation puts the HOMO energy at -9.6 eV. As for the total energy: -346.91775 a.u. As for the HOMO-LUMO gap: 10.604 eV. Its energy above the lowest of the compared OMol25 structures with the same formula, charge and spin is 67.6 kcal per mole. The LUMO energy is 0.962 eV. As for the charge: 0.

```
17
Properties=species:S:1:pos:R:3:forces:R:3
O 0.38663 -1.26996 1.35739 -0.179 -0.312 0.479
O -0.15147 1.15792 0.83953 0.292 -0.249 -0.308
C 0.51004 -0.63940 -0.95577 -0.187 0.103 0.121
C 1.79068 0.08329 -0.63435 0.021 0.195 0.122
C 0.45040 0.77192 -0.41322 -0.069 0.406 -0.273
C 0.13873 -1.71447 0.04892 -0.116 -0.135 -0.211
C -1.54607 1.46703 0.72992 0.023 0.060 -0.192
H -1.92380 1.82071 1.70007 0.458 -0.215 -0.207
H -1.69233 2.27860 0.00791 -0.017 -0.142 -0.040
H 2.39154 0.47617 -1.45834 -0.302 0.002 0.271
H 0.01968 -0.36196 1.44162 0.310 -0.552 0.133
H 0.25609 1.56459 -1.12035 0.027 0.019 -0.321
H 0.25143 -0.82903 -1.99972 -0.080 0.110 0.313
H 2.39091 -0.38586 0.14361 -0.369 0.432 0.158
H -0.91409 -1.99660 -0.10361 0.029 0.022 0.089
H -2.14063 0.59168 0.42860 0.212 0.141 -0.026
H 0.73701 -2.62197 -0.09213 -0.054 0.116 -0.109
```
Positions in Å, forces in eV/Å.

=====

Record 5
This record from the Open Molecules 2025 dataset describes a cluster of 2 separate species, C5H10O2 in total in a non-equilibrium geometry. The level of theory is ωB97M-V/def2-TZVPD.

As for the maximum force: 0.0229 hartree/bohr. The calculation puts the HOMO energy (spin up / spin down) at -7.2 / -7.3 eV. As for the total energy: -346.85527 a.u. As for the HOMO-LUMO gap (spin up / spin down): 8.021 / 8.112 eV. Its energy above the lowest of the compared OMol25 structures with the same formula, charge and spin is 106.8 kcal per mole. The LUMO energy (spin up / spin down) is 0.804 / 0.837 eV. As for the charge: 0.

```
17
Properties=species:S:1:pos:R:3:forces:R:3
O 0.20069 1.32538 0.87270 0.618 0.985 0.180
O 0.00810 -1.98652 0.14059 0.066 0.057 -0.206
C -0.40146 -0.91484 0.97843 -0.160 0.148 0.329
C 1.28782 0.24731 -1.67810 -0.017 0.135 -0.221
C -1.56651 -0.04483 0.40364 -0.142 -0.069 0.035
C -0.95817 1.31114 0.25800 -0.803 -0.111 -0.178
C 0.61985 0.14734 1.27372 0.094 -0.818 0.334
H 0.29408 -1.62064 -0.70589 -0.006 -0.037 0.141
H 0.34785 0.55754 -1.19686 0.415 -0.320 -0.247
H -1.95216 -0.47930 -0.52791 0.081 0.090 0.134
H -2.40125 -0.01329 1.11230 0.008 -0.073 -0.020
H 1.04305 -0.11713 -2.67521 0.169 0.077 -0.083
H -0.70980 -1.42784 1.89254 -0.034 0.025 -0.082
H 1.84654 -0.51784 -1.13597 -0.148 0.149 -0.033
H -1.37691 2.26231 -0.02505 0.005 -0.088 0.058
H 1.62692 0.09053 1.65286 -0.124 -0.039 0.017
H 1.91130 1.14187 -1.73214 -0.023 -0.111 -0.159
```
Positions in Å, forces in eV/Å.

=====

Record 6
This record from the Open Molecules 2025 dataset describes the molecule C5H10O2. The level of theory is ωB97M-V/def2-TZVPD.

As for the SMILES: C[C@@H]1[C@H](O)C[C@@H]1O. As for the maximum force: 0.0059 hartree/bohr. The calculation puts the HOMO energy at -9.8 eV. As for the total energy: -346.95771 a.u. As for the HOMO-LUMO gap: 10.629 eV. Its energy above the lowest of the compared OMol25 structures with the same formula, charge and spin is 42.5 kcal per mole. The LUMO energy is 0.854 eV. As for the charge: 0.

```
17
Properties=species:S:1:pos:R:3:forces:R:3
O 0.02731 1.84713 -1.24002 -0.199 0.122 -0.074
O 0.49610 -2.07595 0.52586 0.227 -0.185 0.032
C 0.31545 1.23086 -0.00989 0.130 -0.033 0.227
C 1.43636 0.19132 -0.10562 0.117 -0.034 -0.076
C 0.61538 -0.70987 0.83986 0.014 0.258 0.158
C -0.64448 0.12568 0.51534 -0.150 -0.017 0.068
C -1.53569 -0.48867 -0.55607 -0.032 -0.048 -0.049
H -2.21203 -1.22573 -0.11332 0.127 0.078 -0.061
H -2.14655 0.27898 -1.04470 0.056 -0.114 0.095
H 2.45150 0.48119 0.18123 -0.168 -0.043 -0.023
H 0.91969 -0.57295 1.88829 -0.060 -0.050 -0.164
H 0.51760 1.98048 0.77001 -0.046 -0.098 -0.149
H -0.85782 2.22691 -1.18935 0.127 0.050 -0.038
H -1.24468 0.41059 1.38681 0.092 -0.019 -0.129
H 1.37288 -2.47339 0.59513 -0.164 -0.012 -0.005
H -0.95217 -0.99688 -1.32788 -0.076 0.121 0.076
H 1.44113 -0.22972 -1.11566 0.006 0.025 0.111
```
Positions in Å, forces in eV/Å.